This record from OMol25 describes a structure of composition C45H56N9O4PPbSe. The level of theory is ωB97M-V with the def2-TZVPD basis set.

Output
Energy above the lowest of the compared OMol25 structures with the same formula, charge and spin in kJ/mol: 34.5
Total energy in Ha: -5477.74859
Orbital gap in eV: 5.35

Structure (ORCA input):
```
! RIJCOSX wB97M-V def2-TZVPD def2/J DEFGRID3
* xyz -2 1
Pb -0.060 -0.254 0.109
Se 3.295 -1.488 -0.331
P -0.453 -1.410 3.820
O 2.812 0.299 0.123
O -0.278 -4.071 -2.888
O -5.091 -3.952 -2.974
O -2.551 1.871 -4.826
N 1.917 3.534 2.412
N -2.395 0.403 0.442
N 0.951 1.954 1.248
N -0.361 -0.633 2.512
N -2.400 0.159 -2.930
N -3.662 -1.759 -2.865
N -4.748 1.040 0.677
N -1.554 -1.687 -1.761
N -6.477 0.475 2.346
C -3.573 -2.535 -4.025
C -1.409 1.196 -2.860
C 0.639 3.407 2.924
C 1.725 -3.099 3.450
C -1.185 -4.113 -1.876
C 5.608 2.407 -0.922
C -2.750 -2.224 -5.097
C -2.858 2.891 -5.747
C -0.337 -3.748 2.296
C -2.459 -1.098 -2.448
C -0.717 3.231 -3.985
C 3.282 2.537 0.599
C 4.114 3.649 0.461
C -1.523 -5.388 -1.424
C 5.280 3.604 -0.284
C 4.800 1.291 -0.811
C 0.055 2.425 2.188
C 2.056 2.634 1.401
C 1.931 -0.153 4.545
C -2.904 -0.148 4.256
C 0.601 -0.590 5.195
C -0.112 0.711 5.603
C -3.482 -4.189 -6.286
C 0.271 3.384 -3.012
C 3.625 1.326 -0.041
C 0.890 -1.396 6.462
C -4.305 -4.524 -5.207
C -4.347 -3.707 -4.093
C -2.461 -1.979 5.922
C -3.020 -4.467 0.210
C -1.546 2.129 -3.904
C -2.246 -1.525 4.476
C -3.001 -2.490 3.544
C 0.389 2.455 -1.993
C -2.439 -5.573 -0.401
C -0.107 -4.190 4.750
C -3.516 0.682 0.601
C -2.709 -3.046 -6.222
C -5.623 0.710 1.591
C -1.814 -2.998 -1.312
C -5.629 -5.248 -2.819
C -0.453 1.337 -1.858
C 0.639 -2.968 -2.960
C -2.696 -3.200 -0.247
C 0.199 -3.193 3.630
H 2.651 4.114 2.775
H 0.596 1.348 6.147
H 0.445 -5.119 4.557
H -3.705 -4.581 1.041
H 1.770 0.154 3.510
H 2.090 -4.047 3.041
H -2.538 0.290 3.324
H 1.433 -0.758 7.173
H 1.057 -2.730 -1.978
H -1.990 -2.937 6.142
H -0.821 3.955 -4.779
H -2.760 -2.292 2.499
H -2.780 -3.537 3.758
H -2.704 0.545 5.072
H 1.518 -2.264 6.268
H 5.043 0.355 -1.297
H -3.731 2.555 -6.304
H -4.092 -2.273 -2.108
H -2.667 -6.576 -0.059
H -3.090 3.830 -5.237
H 2.679 -0.946 4.552
H 3.824 4.591 0.915
H 1.171 2.613 -1.256
H -2.130 -1.337 -5.045
H -1.165 -4.450 4.795
H -6.069 -5.283 -1.827
H -0.963 0.534 6.259
H -3.208 0.399 -3.480
H -2.052 -2.785 -7.043
H 1.441 -3.305 -3.614
H -0.019 -1.737 6.960
H -1.360 -4.114 2.364
H -4.895 -5.429 -5.241
H -4.079 -2.343 3.677
H 0.171 -2.079 -3.376
H -0.927 1.989 2.284
H 0.940 4.237 -3.059
H -2.034 3.064 -6.445
H -0.455 1.264 4.727
H -3.539 -2.094 6.100
H 0.294 -4.584 1.975
H -3.446 -4.834 -7.154
H 6.505 2.347 -1.529
H 2.344 0.697 5.101
H -3.990 -0.261 4.182
H -1.024 -6.228 -1.893
H -0.301 -2.978 1.523
H 0.194 -3.833 5.735
H 2.000 -2.313 2.745
H -4.845 -6.006 -2.894
H 5.907 4.481 -0.373
H -2.096 -1.249 6.644
H -3.111 -2.314 0.226
H 2.248 -2.927 4.391
H -6.403 -5.450 -3.566
H 0.291 3.984 3.763
*
```

---

This record from OMol25 describes a structure of composition C45H57BrN4O4SeTl. The level of theory is ωB97M-V with the def2-TZVPD basis set.

Output
Energy above the lowest of the compared OMol25 structures with the same formula, charge and spin in kJ/mol: 10.1
Total energy in Ha: -7416.66564
Orbital gap (spin up / spin down) in eV: 6.11 / 6.12

Structure (ORCA input):
```
! RIJCOSX wB97M-V def2-TZVPD def2/J DEFGRID3
* xyz 1 1
Tl -0.760 -0.114 0.112
Br -7.044 4.743 0.304
Se 2.622 0.370 -0.012
O 0.742 0.704 -2.164
O -1.447 2.555 -0.182
O -3.405 0.938 0.247
O 0.902 0.631 2.185
N -0.484 -5.394 -0.074
N -2.014 6.806 -0.443
N -1.009 -2.985 0.137
N -0.618 5.114 -0.735
C 0.756 3.505 -5.608
C 5.132 4.137 3.207
C 4.048 2.958 -3.011
C 0.340 1.170 5.140
C 5.009 5.233 -3.186
C 1.781 7.833 -1.502
C -0.726 2.822 3.550
C 0.662 3.613 5.449
C 3.950 3.261 2.808
C 0.068 6.295 -0.958
C 2.867 1.465 -1.551
C 3.942 2.445 1.660
C 2.810 3.263 3.647
C -4.247 4.981 -0.063
C 0.528 -5.997 0.787
C -5.041 2.736 0.264
C 5.507 3.829 4.670
C -0.807 7.374 -0.773
C 0.520 2.507 4.402
C 0.901 8.902 -1.300
C 1.387 6.520 -1.332
C -0.666 2.959 -3.646
C -1.855 5.453 -0.446
C 1.745 2.330 -3.605
C -2.677 3.120 -0.081
C 6.360 3.872 2.332
C -0.769 -4.115 0.049
C 6.513 3.331 -2.581
C -2.932 4.507 -0.184
C -5.268 4.098 0.157
C -4.371 -0.091 0.447
C 4.740 5.606 3.083
C -1.453 -6.294 -0.687
C 2.894 3.034 -3.827
C -3.758 2.244 0.150
C 1.736 2.443 3.487
C 0.176 1.130 -5.165
C 3.996 2.182 -1.847
C 5.609 3.483 -4.893
C 0.522 2.474 -4.503
C 1.706 1.441 -2.444
C 1.773 1.492 2.382
C -0.410 8.694 -0.930
C 2.879 1.593 1.438
C 5.290 3.737 -3.409
H 0.032 0.351 -4.422
H 0.943 4.499 -5.196
H -0.224 3.615 6.084
H 5.608 2.753 4.823
H -0.747 1.234 -5.738
H 1.113 -6.709 0.206
H -5.881 2.082 0.433
H -0.942 2.013 2.856
H 6.185 4.156 1.291
H -4.464 6.035 -0.162
H 2.806 3.962 4.470
H 1.191 -5.228 1.173
H 0.065 -6.522 1.625
H 5.658 2.412 -5.097
H 1.591 3.223 -6.253
H -4.122 -0.615 1.368
H 4.549 5.857 2.060
H 5.553 6.237 3.450
H 3.842 5.832 3.661
H 2.939 3.691 -4.683
H 7.198 4.465 2.697
H -2.133 -5.730 -1.320
H 6.695 2.257 -2.650
H 4.764 4.206 5.373
H -1.502 3.218 -4.298
H 1.256 9.915 -1.442
H -2.030 -6.826 0.074
H 1.529 3.449 6.091
H 6.650 2.820 2.370
H -1.100 9.514 -0.779
H 6.576 3.922 -5.137
H -1.591 2.961 4.202
H -5.388 0.281 0.517
H 0.218 0.346 4.442
H -0.546 1.219 5.777
H 5.869 5.823 -3.505
H 4.867 3.926 -5.556
H -4.306 -0.783 -0.392
H 6.460 4.300 4.911
H 0.972 0.824 -5.847
H 1.207 0.968 5.773
H 6.402 3.605 -1.530
H 0.743 4.599 4.984
H 4.137 5.562 -3.753
H 7.393 3.847 -2.962
H 4.847 2.125 -1.186
H 2.794 8.055 -1.806
H -2.857 7.312 -0.236
H -0.136 3.565 -6.231
H 4.772 2.454 0.970
H -0.926 -7.025 -1.300
H -0.989 2.181 -2.958
H -0.777 3.291 -0.344
H 4.824 5.436 -2.130
H -0.574 3.741 2.978
H -0.391 3.844 -3.068
H 2.066 5.692 -1.493
*
```